Record 1
DFT (ωB97M-V with the def2-TZVPD basis set) results for a cluster of 10 separate species, C31H54Br6O21 in total in a non-equilibrium geometry.

Structure (XYZ):
```
112
C31H54Br6O21 | the OMol25 dataset | ωB97M-V with the def2-TZVPD basis set
C -29.656 -6.258 -17.612
C -30.905 -7.094 -17.774
C -31.891 -6.703 -18.853
O -31.795 -7.853 -19.662
C -31.100 -8.792 -19.205
O -31.146 -9.931 -19.663
O -30.350 -8.350 -18.166
H -29.175 -5.977 -18.549
H -28.948 -6.938 -17.139
H -29.661 -5.410 -16.927
H -31.540 -7.216 -16.897
H -31.571 -5.808 -19.388
H -32.893 -6.529 -18.459
C -25.538 -7.605 -15.847
C -24.565 -7.983 -16.989
C -25.163 -7.746 -18.406
O -23.980 -7.226 -18.988
C -23.006 -6.833 -18.071
O -21.955 -6.170 -18.343
O -23.329 -7.276 -16.874
H -25.133 -7.925 -14.887
H -26.549 -7.973 -16.020
H -25.673 -6.540 -15.658
H -24.267 -9.031 -17.006
H -25.928 -6.975 -18.315
H -25.503 -8.747 -18.669
C -21.294 -11.464 -16.404
C -21.649 -10.508 -17.611
C -20.486 -10.056 -18.422
O -20.844 -10.532 -19.690
C -22.062 -11.170 -19.610
O -22.684 -11.512 -20.579
O -22.461 -11.308 -18.392
H -21.224 -10.796 -15.546
H -20.399 -12.015 -16.694
H -22.063 -12.230 -16.304
H -22.178 -9.726 -17.066
H -19.519 -10.419 -18.075
H -20.490 -8.973 -18.542
C -23.774 -8.638 -10.569
C -23.110 -9.129 -11.888
C -22.533 -10.598 -11.891
O -22.755 -10.981 -13.232
C -23.814 -10.209 -13.772
O -24.418 -10.406 -14.818
O -24.157 -9.397 -12.819
H -24.406 -9.479 -10.285
H -24.489 -7.841 -10.768
H -23.072 -8.501 -9.746
H -22.489 -8.371 -12.365
H -22.992 -11.407 -11.321
H -21.459 -10.776 -11.832
Br -28.559 -3.842 -14.100
C -27.008 -4.380 -12.958
C -27.579 -4.748 -11.562
Br -26.006 -5.353 -10.503
H -26.265 -3.584 -12.992
H -26.497 -5.097 -13.601
H -28.362 -5.504 -11.629
H -27.950 -3.827 -11.112
Br -25.656 -11.682 -18.063
C -25.090 -13.538 -17.734
C -26.222 -14.430 -18.357
Br -25.581 -16.277 -18.425
H -24.909 -13.845 -16.704
H -24.114 -13.721 -18.185
H -26.488 -14.149 -19.376
H -27.125 -14.417 -17.745
Br -25.805 -4.232 -17.255
C -26.904 -2.657 -16.733
C -26.941 -1.648 -17.923
Br -27.588 0.140 -17.102
H -26.447 -2.203 -15.854
H -27.889 -3.069 -16.513
H -27.662 -1.968 -18.674
H -25.986 -1.581 -18.444
C -23.661 -4.444 -14.490
O -23.446 -3.644 -13.373
C -23.187 -4.231 -12.227
O -23.274 -5.417 -12.029
O -22.864 -3.254 -11.314
C -23.068 -3.424 -9.921
H -22.907 -5.198 -14.717
H -23.548 -3.697 -15.276
H -24.549 -5.064 -14.619
H -22.539 -4.282 -9.505
H -24.144 -3.521 -9.773
H -22.695 -2.602 -9.310
C -24.867 -2.148 -24.854
O -24.245 -2.587 -23.643
C -24.878 -3.555 -22.897
O -25.972 -4.039 -23.023
O -24.112 -3.836 -21.809
C -24.574 -4.658 -20.805
H -24.987 -2.981 -25.546
H -24.563 -1.176 -25.244
H -25.856 -1.865 -24.493
H -23.982 -5.573 -20.815
H -25.620 -4.933 -20.940
H -24.620 -4.130 -19.852
C -19.829 -5.262 -15.576
O -19.887 -6.515 -14.827
C -19.696 -6.800 -13.592
O -19.971 -7.885 -13.071
O -18.999 -5.814 -13.000
C -18.584 -5.899 -11.636
H -19.045 -5.442 -16.312
H -19.697 -4.458 -14.851
H -20.767 -5.325 -16.126
H -19.076 -6.798 -11.263
H -18.991 -5.038 -11.106
H -17.525 -6.007 -11.403
```

As for the spin multiplicity: 2. As for the expectation value of S²: 0.75. The value obtained for the HOMO energy (spin up / spin down) is -0.4461 / -0.4461 Ha. The value obtained for the gap between HOMO and LUMO (spin up / spin down) is 8.3917 / 2.7573 eV. Its net charge is +1.

Record 2
DFT (ωB97M-V with the def2-TZVPD basis set) results for a cluster of 12 separate species, C31H54NO46PS12 in total in a non-equilibrium geometry.

Structure (XYZ):
```
145
C31H54NO46PS12 | the OMol25 dataset | ωB97M-V with the def2-TZVPD basis set
C 4.251 2.170 -7.040
C 3.654 3.233 -7.616
C 2.299 3.029 -8.209
C 1.978 1.999 -9.008
C 0.541 1.947 -9.459
O 0.215 1.628 -10.574
C -0.450 2.363 -8.387
P -2.001 1.406 -8.235
S -3.616 2.356 -8.740
C -0.134 3.390 -7.582
C -0.986 3.907 -6.447
N -1.641 5.148 -6.853
C 1.211 4.022 -7.867
O 1.406 5.213 -7.857
H 4.804 2.219 -6.106
H 4.158 1.218 -7.565
H 4.135 4.210 -7.606
H 2.677 1.219 -9.295
H -1.845 0.258 -9.041
H -2.049 0.914 -6.910
H -0.298 4.049 -5.593
H -1.718 3.170 -6.104
H -0.977 5.913 -6.850
H -2.405 5.368 -6.227
O 4.741 0.582 -1.761
S 5.043 0.511 -3.145
O 4.140 0.985 -4.130
O 5.462 -0.995 -3.493
C 6.777 -1.022 -4.065
C 7.482 0.173 -3.462
O 6.474 1.190 -3.403
H 6.681 -0.925 -5.148
H 7.272 -1.960 -3.829
H 8.326 0.506 -4.060
H 7.818 -0.033 -2.443
O -0.253 8.017 -3.235
S 0.443 6.804 -2.993
O -0.058 5.809 -2.117
O 1.946 7.167 -2.570
C 2.875 6.546 -3.469
C 2.130 6.438 -4.779
O 0.781 6.114 -4.401
H 3.127 5.559 -3.071
H 3.779 7.143 -3.555
H 2.539 5.672 -5.432
H 2.115 7.393 -5.306
O -0.503 -0.364 -0.981
S -0.335 0.397 0.207
O -1.385 0.545 1.154
O 0.196 1.857 -0.212
C 1.439 2.121 0.445
C 2.069 0.759 0.643
O 0.976 -0.104 0.968
H 1.225 2.603 1.402
H 2.055 2.781 -0.161
H 2.808 0.752 1.440
H 2.527 0.395 -0.280
O 2.392 -2.340 4.190
S 2.738 -2.425 2.825
O 1.865 -1.965 1.804
O 3.186 -3.942 2.495
C 4.513 -3.960 1.970
C 5.192 -2.753 2.587
O 4.182 -1.741 2.605
H 4.454 -3.869 0.883
H 5.009 -4.892 2.229
H 6.053 -2.420 2.013
H 5.495 -2.951 3.618
O 1.221 -1.113 6.689
S 0.986 -0.169 5.660
O 1.058 -0.508 4.287
O 1.921 1.117 5.945
C 1.109 2.285 6.058
C -0.227 1.788 6.571
O -0.436 0.540 5.908
H 1.008 2.729 5.064
H 1.573 3.004 6.729
H -1.038 2.477 6.348
H -0.195 1.599 7.648
O -2.133 -0.672 6.504
S -2.028 -1.126 7.840
O -0.787 -1.260 8.514
O -2.839 -2.504 7.958
C -3.879 -2.382 8.930
C -4.254 -0.918 8.921
O -3.007 -0.225 8.751
H -3.482 -2.680 9.903
H -4.713 -3.029 8.666
H -4.745 -0.607 9.839
H -4.892 -0.675 8.068
O -5.475 -5.617 7.841
S -4.870 -6.788 8.365
O -5.602 -7.769 9.083
O -3.615 -6.336 9.265
C -2.420 -6.954 8.784
C -2.656 -7.156 7.307
O -4.042 -7.521 7.201
H -2.299 -7.907 9.304
H -1.558 -6.322 8.983
H -2.024 -7.934 6.887
H -2.505 -6.231 6.759
O 4.247 11.720 -6.392
S 3.237 10.729 -6.321
O 3.492 9.432 -5.804
O 2.563 10.589 -7.768
C 1.153 10.833 -7.679
C 1.001 11.784 -6.511
O 1.967 11.332 -5.554
H 0.653 9.882 -7.485
H 0.782 11.253 -8.609
H 0.002 11.765 -6.083
H 1.256 12.808 -6.794
O -4.260 -6.131 5.364
S -3.428 -6.160 4.214
O -2.232 -6.934 4.175
O -3.076 -4.662 3.787
C -3.490 -4.420 2.436
C -4.671 -5.336 2.231
O -4.317 -6.545 2.940
H -2.661 -4.680 1.773
H -3.748 -3.377 2.298
H -4.856 -5.552 1.183
H -5.573 -4.930 2.680
O -7.814 -1.454 2.606
S -6.565 -1.646 1.968
O -5.998 -2.940 1.796
O -5.483 -0.703 2.673
C -4.886 0.175 1.705
C -5.959 0.369 0.655
O -6.586 -0.918 0.543
H -4.005 -0.319 1.290
H -4.586 1.109 2.173
H -5.553 0.681 -0.303
H -6.714 1.087 0.981
O -0.388 -8.847 -1.721
S 0.195 -9.370 -0.539
O 1.421 -10.083 -0.557
O -0.913 -10.248 0.219
C -1.118 -9.743 1.545
C -0.804 -8.268 1.448
O 0.310 -8.195 0.546
H -0.425 -10.254 2.217
H -2.138 -9.929 1.871
H -0.549 -7.832 2.409
H -1.635 -7.714 1.007
```

As for the SMILES: C=CC1=CC(=O)C([PH2]=S)=C(CN)C1=O.O=S1(=O)OCCO1.O=S1(=O)OCCO1.O=S1(=O)OCCO1.O=S1(=O)OCCO1.O=S1(=O)OCCO1.O=S1(=O)OCCO1.O=S1(=O)OCCO1.O=S1(=O)OCCO1.O=S1(=O)OCCO1.O=S1(=O)OCCO1.O=S1(=O)OCCO1. The value obtained for the HOMO energy is -0.3139 Ha. The value obtained for the gap between HOMO and LUMO is 7.1968 eV.

Record 3
DFT (ωB97M-V with the def2-TZVPD basis set) results for a cluster of 8 separate species, C31H54O19S3 in total in a non-equilibrium geometry.

Structure (XYZ):
```
107
C31H54O19S3 | the OMol25 dataset | ωB97M-V with the def2-TZVPD basis set
C -5.057 -4.240 -0.333
C -6.509 -4.306 -0.712
C -7.225 -2.969 -0.923
O -8.014 -3.367 -2.060
C -7.688 -4.600 -2.590
O -7.961 -5.024 -3.698
O -6.968 -5.197 -1.711
H -4.866 -3.314 0.210
H -4.365 -4.014 -1.145
H -4.731 -5.084 0.274
H -7.022 -4.752 0.141
H -6.528 -2.149 -1.095
H -7.921 -2.788 -0.104
C -6.038 2.176 1.793
C -7.386 2.813 2.013
C -7.952 3.433 0.717
O -9.159 2.653 0.518
C -9.405 1.909 1.655
O -10.408 1.332 1.907
O -8.362 1.841 2.382
H -5.811 1.706 2.750
H -5.191 2.821 1.562
H -6.038 1.610 0.861
H -7.235 3.527 2.823
H -7.324 3.156 -0.131
H -8.019 4.516 0.616
C -0.868 6.068 2.608
C 0.022 5.293 3.606
C 1.506 5.412 3.488
O 1.938 6.045 4.708
C 0.900 6.286 5.501
O 0.863 6.675 6.642
O -0.249 5.917 4.855
H -1.782 6.437 3.074
H -1.053 5.429 1.745
H -0.428 7.036 2.370
H -0.332 4.266 3.704
H 1.875 5.949 2.614
H 1.922 4.416 3.335
C 3.395 -6.354 2.321
C 2.203 -5.818 1.534
C 1.249 -6.944 1.102
O -0.041 -6.383 1.432
C 0.139 -5.266 2.208
O -0.796 -4.535 2.615
O 1.367 -5.070 2.440
H 2.997 -6.960 3.135
H 4.032 -5.658 2.866
H 4.140 -6.847 1.696
H 2.564 -5.206 0.708
H 1.512 -7.887 1.580
H 1.097 -7.149 0.042
O 3.970 5.581 -4.464
S 2.828 6.413 -4.550
O 1.702 5.999 -5.340
C 2.373 6.889 -2.856
C 3.410 7.902 -2.490
C 3.498 8.908 -3.624
C 3.435 8.153 -4.974
H 2.108 6.093 -2.161
H 1.451 7.464 -2.940
H 3.092 8.080 -1.463
H 4.375 7.409 -2.378
H 4.377 9.548 -3.547
H 2.705 9.654 -3.668
H 4.365 8.136 -5.542
H 2.724 8.573 -5.685
O -0.945 -0.067 0.719
S -0.419 0.242 -0.638
O 0.189 1.575 -0.861
C 0.782 -1.085 -1.145
C -0.036 -2.019 -2.093
C -0.926 -1.105 -2.935
C -1.677 -0.139 -2.013
H 1.411 -1.353 -0.297
H 1.405 -0.484 -1.807
H 0.678 -2.662 -2.608
H -0.620 -2.612 -1.389
H -1.486 -1.851 -3.499
H -0.245 -0.586 -3.608
H -2.681 -0.385 -1.669
H -1.808 0.831 -2.492
O 7.615 -6.820 -3.115
S 6.409 -5.986 -2.910
O 5.296 -6.491 -2.131
C 6.890 -4.305 -2.288
C 5.840 -3.396 -3.049
C 5.868 -3.752 -4.510
C 6.000 -5.301 -4.595
H 7.915 -4.002 -2.505
H 6.665 -4.287 -1.222
H 4.830 -3.313 -2.648
H 6.267 -2.397 -2.966
H 6.750 -3.234 -4.888
H 4.956 -3.431 -5.014
H 6.817 -5.641 -5.232
H 5.084 -5.770 -4.953
C 2.709 -2.313 5.993
C 2.527 -1.080 5.147
C 1.366 -0.141 5.509
O 3.381 -0.734 4.254
H 3.764 -2.261 6.262
H 2.423 -3.222 5.463
H 2.175 -2.254 6.942
H 1.318 -0.238 6.593
H 0.497 -0.474 4.941
H 1.613 0.898 5.290
```

As for the SMILES: C[C@H]1COC(=O)O1.C[C@H]1COC(=O)O1.C[C@H]1COC(=O)O1.C[C@H]1COC(=O)O1.O=S1(=O)CCCC1.O=S1(=O)CCCC1.O=S1(=O)CCCC1.CC(C)=O. The value obtained for the HOMO energy is -0.3556 Ha. The value obtained for the gap between HOMO and LUMO is 9.4713 eV.

Record 4
DFT (ωB97M-V with the def2-TZVPD basis set) results for a cluster of 4 separate species, C31H55BClF9NO9 in total in a non-equilibrium geometry.

Structure (XYZ):
```
107
C31H55BClF9NO9 | the OMol25 dataset | ωB97M-V with the def2-TZVPD basis set
C -0.934 7.771 -3.405
O -0.081 6.717 -3.825
C 0.425 6.869 -5.142
C 0.370 5.588 -6.001
C 0.151 4.264 -5.261
C -1.309 3.766 -5.201
C -1.976 3.903 -3.841
C -1.355 3.017 -2.772
C -1.734 3.443 -1.363
C -1.174 4.818 -0.959
C -0.424 4.808 0.376
C 0.732 3.829 0.367
C 1.466 3.747 1.706
C 2.351 2.496 1.770
N 2.667 2.009 0.391
C 3.813 1.065 0.413
C 3.818 0.063 -0.752
C 3.458 -1.348 -0.331
Cl 2.758 0.559 -2.115
C 3.011 3.225 -0.405
C 1.780 4.055 -0.745
C 2.216 5.509 -0.925
B 3.390 5.681 -1.988
O 4.541 6.345 -1.666
O 3.235 5.211 -3.270
H -1.981 7.481 -3.484
H -0.767 8.683 -3.966
H -0.738 7.977 -2.357
H 1.461 7.180 -5.057
H -0.091 7.658 -5.682
H -0.358 5.706 -6.792
H 1.332 5.524 -6.494
H 0.603 4.290 -4.280
H 0.713 3.516 -5.814
H -1.884 4.335 -5.924
H -1.330 2.730 -5.522
H -3.009 3.581 -3.948
H -2.011 4.947 -3.554
H -0.275 2.953 -2.897
H -1.735 2.008 -2.903
H -2.817 3.525 -1.377
H -1.507 2.660 -0.651
H -1.999 5.511 -0.849
H -0.578 5.204 -1.774
H -0.019 5.803 0.528
H -1.117 4.572 1.171
H 0.307 2.837 0.197
H 2.079 4.633 1.819
H 0.779 3.747 2.538
H 3.270 2.762 2.269
H 1.846 1.728 2.342
H 1.828 1.540 0.045
H 4.748 1.598 0.472
H 3.748 0.492 1.329
H 4.819 0.032 -1.148
H 2.585 -1.394 0.311
H 4.318 -1.839 0.100
H 3.217 -1.903 -1.226
H 3.672 3.821 0.214
H 3.570 2.946 -1.284
H 1.404 3.724 -1.708
H 1.385 6.093 -1.308
H 2.500 5.924 0.038
H 5.318 5.786 -1.821
H 2.870 4.313 -3.274
C -5.763 -1.342 2.355
C -5.112 -1.189 0.998
O -3.965 -0.310 1.067
C -2.830 -0.858 1.464
O -2.640 -1.999 1.772
C -1.716 0.200 1.437
F -2.117 1.373 1.952
F -1.312 0.426 0.167
F -0.643 -0.206 2.132
H -6.024 -0.366 2.764
H -6.668 -1.941 2.272
H -5.090 -1.827 3.061
H -5.796 -0.718 0.296
H -4.819 -2.151 0.581
C 0.551 -4.011 -0.272
C 1.018 -4.184 1.158
O 0.494 -5.390 1.732
C 1.173 -6.502 1.454
O 2.159 -6.582 0.783
C 0.523 -7.699 2.168
F -0.818 -7.666 2.054
F 0.833 -7.672 3.480
F 0.961 -8.849 1.659
H -0.538 -4.044 -0.326
H 0.891 -3.056 -0.674
H 0.934 -4.807 -0.910
H 0.642 -3.374 1.782
H 2.105 -4.179 1.228
C -1.858 -9.952 4.262
C -1.418 -10.130 5.699
O -1.984 -11.322 6.274
C -1.341 -12.456 6.016
O -0.348 -12.580 5.360
C -2.042 -13.621 6.735
F -3.377 -13.543 6.601
F -1.748 -13.589 8.048
F -1.635 -14.791 6.238
H -2.947 -9.958 4.194
H -1.488 -9.011 3.870
H -1.485 -10.762 3.635
H -1.780 -9.308 6.313
H -0.332 -10.152 5.785
```

The value obtained for the HOMO energy is -0.4269 Ha. The value obtained for the gap between HOMO and LUMO is 9.1663 eV. Its net charge is +1.

Number 2 is which compound? C31H54NO46PS12